10
Properties=species:S:1:pos:R:3:forces:R:3:mulliken_charge:R:1 method="wB97M-V/def2-TZVPD" energy_ev=-215330.740 de_lowest_ev=2.645 charge=0
C 1.01705 -0.94665 -0.16477 0.7 0.8 0.9 0.686
C -0.78731 1.12620 -0.69894 -0.5 1.9 6.3 -0.695
C 0.13807 -0.80900 0.93324 -1.2 0.3 -1.2 -0.632
O 1.07606 -1.57913 -1.13357 -0.2 -1.3 -1.8 -0.430
Br 2.56069 0.32811 0.23391 0.3 0.1 -0.1 -0.289
Br -2.51804 1.19755 -0.00843 0.8 0.3 -0.9 -0.030
Br -1.51993 -1.67516 0.97705 1.1 -0.2 0.5 -0.023
H -0.54725 0.81618 -1.58736 0.5 -2.1 -5.0 0.518
H -0.01709 1.72971 -0.21192 -0.7 0.0 0.0 0.390
H 0.59775 -0.18782 1.66079 -0.8 0.2 1.3 0.506